(1)
This record from the Open Molecules 2025 dataset describes a cluster of 2 separate species, C6H14NO in total. The level of theory is wB97M-V/def2-TZVPD.

Element x y z (Å)
O1 -1.5268 0.2599 -1.1256
C1 -1.4510 -0.8776 -0.7464
C2 -0.2853 -1.3552 -0.0148
C3 0.7584 -0.3654 0.2935
C4 1.6889 -0.8899 1.4042
C5 1.5529 0.0447 -0.9927
C6 2.3786 1.2957 -0.6768
N1 -4.2643 1.1930 0.3459
H1 -2.2321 -1.5998 -1.0081
H2 -0.1510 -2.3976 0.2609
H3 0.2603 0.5603 0.6101
H4 1.0700 -1.1246 2.2702
H5 1.9950 -1.9096 1.1493
H6 2.5986 -0.3426 1.6075
H7 2.2260 -0.7698 -1.2542
H8 0.8141 0.3328 -1.7310
H9 3.1871 1.1538 0.0284
H10 2.8679 1.6758 -1.5864
H11 1.7168 2.1311 -0.4776
H12 -3.5794 0.6368 0.8337
H13 -4.8723 0.6368 -0.2294
H14 -4.7523 1.7116 1.0393

Charge: +1
Molecular weight: 116.2 g mol⁻¹
Maximum force: 0.06533 Eh/bohr
HOMO-LUMO gap: 4.422 eV
E_tot: -366.613199 a.u.
Relative energy (zero: lowest compared OMol25 entry of this formula, charge and spin): 96.7 kcal/mol
Lowest unoccupied orbital energy: -8.4 eV



(2)
This record from the Open Molecules 2025 dataset describes a structure of composition C4H9NO2. The level of theory is wB97M-V/def2-TZVPD.

Element x y z (Å)
C1 -0.6267 -0.2050 0.5862
C2 0.6673 0.4548 0.3691
C3 1.9222 -0.3545 0.2990
C4 -1.4403 0.2430 -0.7778
O1 -0.6171 -1.6230 0.5392
O2 0.2335 1.0395 -1.2244
N1 -2.5561 0.8924 -0.7879
H1 -0.4899 -1.9560 1.4373
H2 0.4924 0.5626 -2.0342
H3 -1.1689 0.1815 1.4498
H4 0.7805 1.4341 0.8249
H5 -2.6000 1.5921 -0.0466
H6 -1.3323 -0.5584 -1.5181
H7 2.7617 0.2402 -0.0656
H8 1.8048 -1.2219 -0.3535
H9 2.1689 -0.7216 1.3025

Molecular weight: 103.1 g mol⁻¹
Maximum force: 0.07208 Eh/bohr
HOMO-LUMO gap: 9.025 eV
E_tot: -362.926394 a.u.
Relative energy (zero: lowest compared OMol25 entry of this formula, charge and spin): 99.9 kcal/mol
Lowest unoccupied orbital energy: 0.5 eV



What did the first record say?
This record from the Open Molecules 2025 dataset describes a cluster of 2 separate species, C6H14NO in total. The level of theory is wB97M-V/def2-TZVPD.

Element x y z (Å)
O1 -1.5268 0.2599 -1.1256
C1 -1.4510 -0.8776 -0.7464
C2 -0.2853 -1.3552 -0.0148
C3 0.7584 -0.3654 0.2935
C4 1.6889 -0.8899 1.4042
C5 1.5529 0.0447 -0.9927
C6 2.3786 1.2957 -0.6768
N1 -4.2643 1.1930 0.3459
H1 -2.2321 -1.5998 -1.0081
H2 -0.1510 -2.3976 0.2609
H3 0.2603 0.5603 0.6101
H4 1.0700 -1.1246 2.2702
H5 1.9950 -1.9096 1.1493
H6 2.5986 -0.3426 1.6075
H7 2.2260 -0.7698 -1.2542
H8 0.8141 0.3328 -1.7310
H9 3.1871 1.1538 0.0284
H10 2.8679 1.6758 -1.5864
H11 1.7168 2.1311 -0.4776
H12 -3.5794 0.6368 0.8337
H13 -4.8723 0.6368 -0.2294
H14 -4.7523 1.7116 1.0393

Charge: +1
Molecular weight: 116.2 g mol⁻¹
Maximum force: 0.06533 Eh/bohr
HOMO-LUMO gap: 4.422 eV
E_tot: -366.613199 a.u.
Relative energy (zero: lowest compared OMol25 entry of this formula, charge and spin): 96.7 kcal/mol
Lowest unoccupied orbital energy: -8.4 eV



> Look up the E_tot of the second one.

-362.926394 a.u.



> Among the records above, which one has the highest relative energy (zero: lowest compared OMol25 entry of this formula, charge and spin)?

C4H9NO2



> Among the records above, which one has the highest maximum force?

C4H9NO2